This record from OMol25 describes the molecule C6H13N. The level of theory is the ωB97M-V functional and the def2-TZVPD basis.

SMILES   CCCN1C[C@H]1C
Energy   -291.12331 hartree
HOMO level   -9.08 eV
E_LUMO   1.22 eV

Last column: natural (NBO) charge in e.
Element x y z (Å)
1 N -0.809 0.061 -0.749  -0.40
2 H 0.736 0.541 -2.055  0.20
3 C 0.571 0.478 -0.972  -0.21
4 H 0.760 1.486 -0.556  0.16
5 H -0.789 1.203 1.080  0.18
6 C 2.899 -0.032 0.100  -0.61
7 H -2.729 -1.171 0.657  0.22
8 H -1.597 2.095 -1.036  0.19
9 H 3.387 -0.758 0.762  0.21
10 H 2.828 0.909 0.662  0.20
11 C -2.155 -0.507 1.309  -0.61
12 H 1.617 -1.408 -0.988  0.21
13 C -1.862 1.062 -0.807  -0.26
14 H -2.806 0.732 -1.241  0.20
15 C 1.516 -0.545 -0.318  -0.40
16 H -1.447 -1.123 1.876  0.21
17 H 1.023 -0.919 0.587  0.20
18 H -2.838 -0.032 2.022  0.21
19 C -1.401 0.511 0.494  -0.08
20 H 3.573 0.135 -0.747  0.20

This record from OMol25 describes the molecule C6H13N in a non-equilibrium geometry. The level of theory is the ωB97M-V functional and the def2-TZVPD basis.

SMILES   CCC/C(C)=C/N
Energy   -291.13637 hartree
HOMO level   -7.81 eV
E_LUMO   1.03 eV

Last column: natural (NBO) charge in e.
Element x y z (Å)
1 C 0.500 -0.393 -0.773  -0.41
2 H 0.305 1.219 -3.088  0.20
3 H 1.782 -0.647 1.704  0.22
4 C 0.925 1.612 -2.255  -0.62
5 H -1.788 -1.510 -0.301  0.18
6 H 0.357 -1.054 2.694  0.22
7 C -0.079 -0.749 0.587  -0.07
8 C -1.317 -1.266 0.644  -0.02
9 H 0.572 0.558 2.110  0.21
10 H 0.047 -0.834 -1.656  0.21
11 H 1.965 1.328 -2.461  0.21
12 H -0.716 1.453 -0.838  0.20
13 H 0.902 2.687 -2.462  0.21
14 N -2.040 -1.688 1.777  -0.81
15 H -1.883 -0.999 2.518  0.36
16 C 0.712 -0.495 1.833  -0.65
17 H 0.842 1.668 -0.094  0.19
18 H 1.610 -0.448 -0.667  0.20
19 C 0.340 1.198 -0.918  -0.38
20 H -3.033 -1.637 1.646  0.37

This record from OMol25 describes the molecule C6H13N in a non-equilibrium geometry. The level of theory is the ωB97M-V functional and the def2-TZVPD basis.

SMILES   C=CCCCNC
Energy   -291.07035 hartree
HOMO level   -8.66 eV
E_LUMO   1.11 eV

Last column: natural (NBO) charge in e.
Element x y z (Å)
1 H 2.486 0.238 -1.351  0.19
2 H 0.268 1.905 -1.120  0.22
3 H 0.496 -1.185 -0.597  0.21
4 H 3.985 1.699 0.121  0.20
5 H -2.046 -0.230 -1.621  0.18
6 C 0.066 -0.303 -1.104  -0.43
7 H 0.176 1.373 0.590  0.21
8 H 0.317 -0.276 -2.144  0.22
9 C -1.418 -0.687 -0.761  -0.20
10 H 2.534 2.457 0.892  0.19
11 H -2.701 -1.688 2.202  0.19
12 H -1.705 0.481 1.062  0.36
13 H -1.621 -2.482 1.128  0.19
14 C 2.914 1.750 0.176  -0.42
15 C 0.482 1.063 -0.502  -0.46
16 C 2.052 1.044 -0.599  -0.15
17 N -2.014 -0.420 0.602  -0.64
18 C -1.816 -1.510 1.564  -0.42
19 H -1.516 -1.849 -0.856  0.19
20 H -0.940 -1.380 2.318  0.17

This record from OMol25 describes the molecule C6H13N in a non-equilibrium geometry. The level of theory is the ωB97M-V functional and the def2-TZVPD basis.

SMILES   CCN1CCCC1
Energy   -291.14242 hartree
HOMO level   -8.31 eV
E_LUMO   1.19 eV

Last column: natural (NBO) charge in e.
Element x y z (Å)
1 C 0.857 -0.589 0.394  -0.22
2 H -0.682 -1.529 -3.269  0.22
3 H -1.667 1.541 0.306  0.20
4 H 0.772 -1.674 0.313  0.20
5 H 0.284 0.703 -2.159  0.16
6 H -0.054 2.030 -0.112  0.15
7 H 1.718 0.132 2.290  0.21
8 C 0.767 -0.103 1.854  -0.41
9 H 0.882 -1.587 -2.533  0.20
10 C -0.177 -1.382 -2.326  -0.62
11 H 0.415 -0.976 2.406  0.21
12 C -0.188 1.094 1.858  -0.41
13 H 0.274 2.008 2.085  0.21
14 N -0.344 -0.051 -0.229  -0.44
15 H -0.450 -2.232 -1.695  0.21
16 C -0.369 -0.040 -1.660  -0.21
17 H 1.800 -0.302 -0.087  0.16
18 H -1.057 0.854 2.452  0.21
19 H -1.359 0.335 -1.960  0.19
20 C -0.626 1.223 0.378  -0.20

Q: What is the energy in the third record?
A: -291.07035 hartree